{"formula": "C12H24N2O3", "method": "ωB97M-V/def2-TZVPD", "elements": ["C", "C", "C", "C", "C", "N", "C", "O", "N", "C", "C", "O", "O", "C", "C", "C", "C", "H", "H", "H", "H", "H", "H", "H", "H", "H", "H", "H", "H", "H", "H", "H", "H", "H", "H", "H", "H", "H", "H", "H", "H"], "coordinates": [[2.261, 3.500, -1.716], [2.226, 2.032, -2.136], [2.118, 1.165, -0.866], [1.847, -0.324, -1.076], [0.948, 1.733, 0.278], [1.196, 1.308, 1.618], [-0.516, 1.288, -0.141], [-0.977, 1.634, -1.267], [-1.505, 0.747, 0.719], [-1.748, -0.648, 1.414], [-1.485, -0.705, 2.918], [-1.965, -1.511, 3.647], [-0.786, 0.326, 3.385], [-0.994, -1.790, 0.642], [-0.900, -3.091, 1.388], [-1.391, -2.011, -0.816], [-2.902, -2.059, -1.136], [2.978, 3.714, -0.917], [2.453, 4.125, -2.679], [1.268, 3.842, -1.421], [3.214, 1.939, -2.604], [1.383, 1.901, -2.837], [3.099, 1.321, -0.407], [0.860, -0.353, -1.600], [1.887, -0.874, -0.165], [2.495, -0.816, -1.897], [0.928, 2.809, 0.174], [1.463, 2.230, 2.066], [1.974, 0.694, 1.720], [-2.426, 0.936, 0.443], [-2.803, -0.946, 1.360], [0.038, 0.560, 2.761], [0.078, -1.507, 0.675], [-0.596, -3.039, 2.438], [-0.314, -3.899, 0.824], [-1.903, -3.496, 1.454], [-0.921, -3.022, -1.033], [-0.802, -1.334, -1.532], [-3.343, -1.095, -1.309], [-3.119, -2.642, -2.064], [-3.318, -2.645, -0.304]], "forces_ev_per_a": [[-0.6, 1.4, -2.1], [-0.4, 0.7, 0.8], [-1.1, 0.4, 1.1], [0.0, 0.5, -3.3], [-0.4, -2.4, -3.2], [0.5, 2.5, 1.8], [-2.3, 0.7, -3.0], [2.0, -0.3, 2.5], [1.0, -2.4, 2.2], [1.4, -0.3, -1.2], [0.5, 1.7, -0.5], [-0.7, -0.8, 0.3], [2.6, 0.2, -0.6], [1.9, 1.2, 0.7], [-0.8, -2.1, 0.0], [1.3, -0.4, -1.8], [0.9, -1.5, -0.2], [0.0, 0.0, -0.3], [0.1, -0.8, 1.8], [0.0, 0.0, 0.2], [-0.4, -1.0, -0.2], [0.5, -0.2, 0.2], [-0.2, -0.1, 0.6], [0.5, -0.3, 0.9], [-0.1, -0.6, 0.5], [-0.4, 0.8, 1.6], [-0.1, 0.1, 0.2], [-0.2, -1.9, 0.2], [0.8, -0.4, -0.2], [-0.8, 1.0, -1.3], [-0.1, 0.8, -0.4], [-2.2, 0.1, 0.8], [-0.4, 0.5, -0.5], [0.4, 0.2, -0.4], [-0.5, 1.4, 0.8], [-0.4, -0.4, 0.1], [-0.8, 1.0, 0.0], [-1.2, -0.6, 1.1], [-0.3, 0.5, 0.5], [0.4, 0.3, 0.7], [-0.6, 0.5, -0.3]], "relative_energy_kj_mol": 319.2, "mol_weight_da": 244.33, "smiles": "CC[C@H](C)[C@H](N)C(=O)N[C@H](C(=O)O)[C@@H](C)CC", "gap_ev": 9.785, "multiplicity": 1, "homo_ev": -9.340}